Entry A
Computed, not measured: a molecular structure, CHN3O, with ωB97M-V/def2-TZVPD.

Summary:
Frontier orbital gap   9.405 eV

The geometry in ORCA input format:
```
! wB97M-V def2-TZVPD RIJCOSX def2/J DEFGRID3
* xyz 0 1
O -1.51 0.48 -0.53
N 0.65 1.15 0.27
C 0.58 -0.07 0.21
N -0.06 -1.16 -0.06
N -1.32 -0.70 -0.50
H 1.67 0.29 0.61
*
```

Atomic partial charges in e from the Löwdin method, atoms 1 to 4:
1. O -0.02
2. N 0.28
3. C -0.43
4. N 0.04

Entry B
Computed, not measured: 2 unconnected molecules or ions with the total composition CHN3O, with ωB97M-V/def2-TZVPD.

Summary:
Frontier orbital gap (spin up / spin down)   10.732 / 6.294 eV

The geometry in ORCA input format:
```
! wB97M-V def2-TZVPD RIJCOSX def2/J DEFGRID3
* xyz 0 1
C 0.57 -0.91 -0.64
N 0.94 -1.08 -1.74
N -0.97 1.58 0.79
N 0.04 -0.73 0.48
O -1.10 2.00 -0.26
H 0.52 -0.86 1.36
*
```

Atomic partial charges in e from the Löwdin method, atoms 1 to 4:
1. C -0.46
2. N 0.16
3. N 0.07
4. N 0.13

Most stable of them? entry B.